Density functional theory data (the ωB97M-V functional and the def2-TZVPD basis) for a 5-piece molecular cluster, C15H30O15 overall in a non-equilibrium geometry.

* 2S+1: 1
* calculated total energy: -1718.173127 Eh
* structure (SMILES): COC(=O)OC.COC(=O)OC.COC(=O)OC.COC(=O)OC.COC(=O)OC

Geometry (Å):
C  -4.613  1.182  1.167
O  -4.091  1.497  -0.126
C  -4.868  2.283  -0.878
O  -5.824  2.896  -0.498
O  -4.373  2.298  -2.112
C  -5.120  3.022  -3.083
H  -5.459  0.505  1.080
H  -4.874  2.084  1.715
H  -3.801  0.693  1.704
H  -5.083  4.094  -2.913
H  -6.172  2.723  -3.029
H  -4.738  2.707  -4.046
C  -0.535  -1.412  1.061
O  -0.288  -0.748  -0.161
C  0.656  -1.279  -0.941
O  1.440  -2.130  -0.623
O  0.557  -0.689  -2.122
C  1.642  -0.888  -3.036
H  0.279  -1.268  1.781
H  -0.618  -2.491  0.919
H  -1.440  -0.987  1.481
H  1.391  -1.751  -3.657
H  2.516  -1.206  -2.464
H  1.867  -0.023  -3.644
C  3.454  -3.936  2.141
O  4.594  -3.663  2.951
C  5.692  -3.276  2.304
O  5.761  -2.989  1.145
O  6.696  -3.227  3.179
C  7.942  -2.804  2.641
H  3.218  -3.102  1.478
H  2.617  -4.072  2.817
H  3.636  -4.819  1.531
H  8.715  -3.227  3.278
H  8.004  -1.719  2.671
H  8.072  -3.196  1.635
C  -2.371  -2.433  4.993
O  -1.434  -1.378  5.083
C  -1.620  -0.383  4.219
O  -2.592  -0.237  3.520
O  -0.562  0.418  4.254
C  -0.547  1.439  3.270
H  -2.110  -3.130  5.785
H  -2.316  -2.893  4.009
H  -3.390  -2.100  5.196
H  -1.364  2.142  3.418
H  -0.549  1.033  2.259
H  0.395  1.979  3.346
C  1.528  3.517  -6.316
O  1.195  2.571  -5.294
C  0.244  2.978  -4.457
O  -0.200  4.095  -4.407
O  -0.104  1.954  -3.690
C  -1.251  2.079  -2.872
H  0.631  3.764  -6.879
H  2.248  2.999  -6.939
H  1.962  4.415  -5.883
H  -2.136  2.174  -3.495
H  -1.183  2.812  -2.074
H  -1.324  1.103  -2.392

These are the natural (NBO) partial charges, in e, on atoms 1 to 8: -0.265, -0.501, 0.982, -0.638, -0.504, -0.257, 0.185, 0.195

***

Density functional theory data (the ωB97M-V functional and the def2-TZVPD basis) for a 2-piece molecular cluster, C4H8P2 overall in a non-equilibrium geometry.

* 2S+1: 1
* calculated total energy: -839.755421 Eh

Geometry (Å):
C  0.541  -0.054  0.512
C  -0.088  0.933  -0.205
C  1.419  -1.105  -0.069
C  -0.946  1.940  0.182
P  -2.098  -1.009  -0.269
P  -3.420  0.397  0.037
H  0.664  -0.024  1.608
H  0.117  0.950  -1.309
H  1.584  -1.901  0.624
H  1.062  -1.667  -0.961
H  2.374  -0.706  -0.275
H  -1.105  2.636  -0.644
H  -1.081  2.271  1.206
H  -2.654  -2.270  -0.700

These are the natural (NBO) partial charges, in e, on atoms 1 to 8: -0.091, -0.304, -0.667, -0.374, -0.062, 0.016, 0.202, 0.206